{"formula": "C49H42N5O5P2RbS2", "method": "the ωB97M-V functional and the def2-TZVPD basis", "symbols": ["Rb", "N", "C", "S", "N", "N", "C", "C", "C", "C", "C", "C", "N", "H", "H", "H", "H", "H", "H", "H", "O", "C", "C", "C", "C", "C", "C", "P", "C", "C", "C", "C", "C", "C", "C", "C", "C", "C", "C", "C", "C", "C", "C", "C", "C", "C", "P", "C", "C", "C", "C", "C", "C", "C", "C", "C", "C", "C", "C", "H", "H", "H", "H", "H", "H", "H", "H", "H", "H", "H", "H", "H", "H", "H", "H", "H", "H", "H", "H", "H", "H", "H", "H", "H", "H", "H", "H", "O", "S", "O", "O", "O", "C", "C", "C", "C", "N", "C", "C", "H", "H", "H", "H", "H", "H", "H"], "xyz": [[-1.897973, 0.943673, -0.485011], [-7.069587, 1.074104, 2.009762], [-5.909621, 1.199306, 1.364175], [-4.944627, -0.141366, 0.999198], [-5.544496, 2.464057, 1.227983], [-4.422188, 2.862851, 0.779616], [-4.196815, 4.124834, 0.493520], [-2.962853, 4.525452, -0.117913], [-2.758738, 5.897979, -0.313849], [-1.482550, 6.407099, -0.617313], [-0.460561, 5.502131, -0.895912], [-0.829165, 4.136634, -0.914247], [-1.979889, 3.632563, -0.506810], [-7.498894, 0.149845, 1.907076], [-7.588992, 1.857222, 2.361586], [-5.003916, 4.867967, 0.469628], [-3.589941, 6.569814, -0.026576], [-1.291740, 7.493952, -0.746638], [0.564007, 5.803116, -1.229084], [-0.068558, 3.415065, -1.251302], [2.280693, -1.464193, 1.399054], [1.748949, -2.733087, 1.142907], [1.436527, -3.464410, 2.265189], [1.187614, -4.833009, 2.140576], [1.156453, -5.433435, 0.894509], [1.241126, -4.579741, -0.272289], [1.436831, -3.177670, -0.167402], [1.357607, -2.020850, -1.605531], [3.009282, -1.403265, -1.864988], [3.253458, -0.205915, -2.607124], [4.532045, 0.293271, -2.769227], [5.604707, -0.499841, -2.415705], [5.396969, -1.672920, -1.737015], [4.087175, -2.183623, -1.461356], [0.944140, -3.103473, -2.979625], [1.831723, -4.104495, -3.490101], [1.331693, -4.962150, -4.496685], [0.019172, -4.890110, -4.948122], [-0.795303, -3.913222, -4.474715], [-0.307227, -2.956036, -3.514170], [3.086060, -1.164789, 2.489187], [4.459009, -1.400437, 2.414228], [5.155293, -1.541322, 3.630493], [4.584940, -1.243735, 4.890768], [3.305277, -0.710007, 4.908069], [2.541338, -0.541468, 3.667453], [0.872634, 0.021669, 3.736238], [0.231310, -1.203199, 4.949279], [-0.643374, -2.186024, 4.440540], [-1.254467, -3.128492, 5.246246], [-0.998789, -3.174367, 6.586261], [-0.090052, -2.218036, 7.168706], [0.514919, -1.249328, 6.368613], [1.101166, 1.590298, 4.625156], [2.032357, 2.480686, 4.098193], [2.134069, 3.767272, 4.618133], [1.420818, 4.138808, 5.779866], [0.503540, 3.200442, 6.331485], [0.238148, 2.008170, 5.663401], [1.454366, -3.050204, 3.275505], [1.120294, -5.459107, 3.009744], [0.988992, -6.483816, 0.778040], [1.079257, -5.042130, -1.227742], [2.453824, 0.402207, -2.960430], [4.754750, 1.308704, -3.138440], [6.654834, -0.246720, -2.733793], [6.187971, -2.323858, -1.371906], [3.969521, -3.034075, -0.809995], [2.874035, -4.160984, -3.100563], [2.039376, -5.679281, -5.024848], [-0.366990, -5.671993, -5.597950], [-1.842614, -3.814741, -4.799827], [-0.951508, -2.170134, -3.136586], [5.027352, -1.492841, 1.451364], [6.141818, -1.967694, 3.628602], [5.123623, -1.500567, 5.834572], [2.804612, -0.528066, 5.854204], [-0.718109, -2.283315, 3.334412], [-1.974872, -3.815337, 4.757132], [-1.439209, -3.931070, 7.179898], [0.146085, -2.231620, 8.214805], [1.274805, -0.537068, 6.728575], [2.709120, 2.160349, 3.329008], [2.827774, 4.409770, 4.138346], [1.651956, 5.091851, 6.215328], [-0.080920, 3.356889, 7.206865], [-0.558475, 1.322101, 6.068843], [-4.125245, -0.162975, -4.748186], [-4.612307, 0.326922, -3.494246], [-5.807163, -0.305725, -2.964797], [-3.718360, 1.101070, -2.616578], [0.324973, -0.933684, -1.357956], [-4.081048, 1.195478, -7.420887], [-2.991281, 2.147809, -7.054260], [-1.876828, 2.341416, -7.886130], [-0.822020, 3.154310, -7.465423], [-0.889335, 3.825123, -6.308448], [-1.998412, 3.758065, -5.602341], [-3.069905, 2.941994, -5.927127], [-3.576795, 0.271404, -7.816568], [-4.846333, 1.510663, -8.165776], [-4.608256, 0.847936, -6.526582], [-1.755396, 1.756188, -8.828047], [0.117192, 3.296731, -8.017084], [-2.081953, 4.450614, -4.805217], [-3.943963, 2.925108, -5.255903]], "atomic_forces_ev_per_a": [[-0.34, -0.85, 0.16], [-1.60, -1.91, 0.16], [2.81, -0.14, 0.00], [-0.34, -0.41, -0.18], [-2.62, 2.67, 0.50], [2.44, -0.20, -0.90], [-1.09, -1.49, -0.28], [1.30, -0.14, -0.41], [0.47, 1.05, 0.64], [-0.41, 0.04, -0.54], [0.15, -0.44, -0.66], [0.85, 0.52, 0.25], [-0.81, 1.52, 0.37], [0.20, 0.83, 0.42], [0.11, 0.20, -0.36], [0.05, -0.15, 0.42], [0.63, -0.33, -0.36], [-0.31, -0.81, 0.35], [-1.12, -0.25, 0.44], [-0.33, 0.16, 0.14], [-0.93, 0.14, -2.35], [0.30, 2.26, 1.22], [0.21, -1.62, 0.66], [0.28, 0.11, -0.55], [0.06, 2.09, -1.65], [-0.50, -0.21, 1.77], [0.92, -0.87, 0.19], [-1.68, 0.96, 1.87], [0.81, 0.19, -1.20], [0.10, -0.31, 1.15], [0.03, 0.36, -0.37], [1.83, -0.23, -0.20], [-1.19, -1.97, 0.58], [1.24, 2.14, -0.09], [1.18, -0.70, -0.51], [-0.74, 0.09, -0.52], [2.41, -0.24, 0.10], [0.16, -0.68, 0.09], [-0.86, 2.05, 1.11], [-1.11, -1.28, -0.96], [1.09, 0.01, 0.64], [-0.62, -0.50, -0.48], [0.94, 0.35, 0.82], [-0.72, -0.12, -0.25], [0.58, -0.26, -0.29], [0.25, -0.87, -0.02], [0.01, -0.92, -0.60], [-0.93, -0.06, 1.44], [0.94, 0.61, -0.93], [-0.64, -0.54, -1.13], [1.50, 1.69, 1.08], [-0.55, -0.49, -1.43], [-0.20, -0.12, -1.38], [-1.08, 0.07, 0.44], [-0.42, 0.38, 0.87], [-0.77, -0.78, 1.05], [-0.07, -1.50, -0.61], [0.47, 0.52, -1.44], [0.51, -0.72, 0.38], [0.40, 0.18, -0.54], [-0.28, -0.01, 0.43], [0.00, -0.40, -0.11], [-0.04, 0.02, -0.32], [-0.78, 0.17, 0.00], [-0.53, -0.71, -0.18], [-1.20, 0.05, 0.69], [0.30, 0.40, -0.29], [-0.08, -0.24, -0.10], [-0.94, -0.09, -0.49], [-0.96, 0.80, 1.03], [0.13, 0.30, -0.16], [0.61, -0.09, 0.12], [-0.05, -0.05, -0.11], [-0.97, -0.46, 0.85], [0.45, 0.07, -0.21], [-0.47, 0.36, -0.87], [0.36, 0.16, -0.27], [-0.45, 0.42, 0.91], [0.60, 0.29, 0.52], [-0.43, -0.54, 0.69], [-0.01, -0.21, 0.41], [-0.92, -0.41, 0.29], [0.07, -0.16, -0.39], [0.52, 0.81, -0.11], [-0.25, 0.28, 0.34], [-0.20, 0.66, 0.64], [1.00, 0.75, -0.59], [2.08, -2.28, -1.25], [-3.56, 5.31, -0.38], [0.53, -1.54, 1.01], [1.02, -1.61, 0.54], [1.17, -1.18, -0.68], [-0.09, -1.59, -0.38], [-0.15, 0.70, -0.85], [0.84, -0.68, -0.50], [-0.54, -0.14, 0.56], [0.87, 0.48, -0.67], [-0.48, -0.28, -0.75], [-0.46, 0.01, 0.74], [-0.60, 0.71, 0.13], [0.76, 0.23, 0.35], [0.11, 0.24, -0.17], [-0.27, 0.52, 0.80], [-0.52, -0.27, 0.01], [0.06, 0.31, 1.02], [0.48, -0.20, -0.42]], "mulliken_charge": [0.45, -0.39, 0.40, -0.52, -1.21, 0.84, -1.10, 0.97, -0.80, -0.20, -0.76, -0.12, 0.37, 0.21, 0.22, 0.13, 0.28, 0.33, 0.29, 0.34, 0.15, 0.28, -0.90, -0.71, -1.16, -0.22, 0.20, 0.94, 0.71, -0.60, -0.53, -0.45, -0.72, -0.38, 0.25, -0.35, -0.41, -0.48, -0.64, -0.83, 0.42, -0.55, -0.15, -1.00, -0.22, -0.13, 0.23, 0.05, -0.17, -0.67, -0.49, -0.81, 0.05, 0.63, -0.84, -0.51, -0.61, -0.51, -0.38, 0.73, 0.45, 0.42, 0.43, 0.48, 0.37, 0.28, 0.35, 0.45, 0.30, 0.25, 0.38, 0.42, 0.67, 0.15, 0.33, 0.29, -0.01, 0.47, 0.38, 0.41, 0.38, 0.34, 0.38, 0.43, 0.37, 0.40, 0.38, -0.54, 0.56, -0.55, -0.38, -0.04, -1.11, 0.92, -0.31, -0.37, -0.67, -0.50, -0.15, 0.27, 0.28, 0.24, 0.29, 0.34, 0.52, 0.26], "charge": -2, "orbital_gap_ha": [0.10796, 0.16518]}